ORCA calculation (ωB97M-V with the def2-TZVPD basis set) on C15H25BClO4P2V as an isolated structure.

Atoms and positions in Å:
C: 4.588 3.784 0.473
C: 3.417 3.197 -0.206
H: 4.883 4.723 -0.032
H: 5.397 3.035 0.374
H: 4.412 3.955 1.557
O: 2.769 3.458 -1.176
Cl: 2.749 1.402 0.926
V: 0.792 0.564 0.176
P: 1.628 -0.789 -1.538
C: 0.949 -0.951 -3.223
C: 3.287 -0.122 -1.894
H: 3.680 -0.652 -2.773
H: 2.673 -2.939 -1.791
H: 3.939 -0.303 -1.028
H: 2.656 -2.362 -0.083
H: 0.707 0.050 -3.613
H: 3.230 0.956 -2.104
C: 2.074 -2.459 -1.007
H: 1.707 -1.424 -3.868
H: 1.138 -2.999 -0.820
H: 0.039 -1.565 -3.189
P: -0.679 1.510 1.788
C: -2.306 2.266 1.458
C: -0.863 0.500 3.271
H: 1.220 2.599 2.789
H: -0.345 3.347 3.297
H: 0.323 3.692 1.667
C: 0.231 2.934 2.455
H: 0.140 0.187 3.585
H: -1.333 1.123 4.039
H: -2.594 2.828 2.360
H: -3.043 1.481 1.233
H: -1.480 -0.369 3.008
H: -2.211 2.956 0.603
C: -0.285 1.356 -1.117
O: -1.089 1.719 -1.899
O: -2.223 -0.847 0.736
B: -0.929 -0.875 -0.008
O: -1.055 -2.014 -0.973
C: -2.252 -2.593 -0.716
C: -2.817 -3.695 -1.344
C: -4.061 -4.155 -0.904
C: -4.755 -3.471 0.106
C: -4.212 -2.314 0.677
C: -2.941 -1.907 0.287
H: -2.230 -4.176 -2.119
H: -4.496 -5.059 -1.345
H: -5.731 -3.841 0.448
H: -4.696 -1.741 1.455

For the calculated total energy, the calculation gives -2998.7633 Ha. The LUMO energy (alpha / beta) comes out at -8.08 / -8.23 eV. The value obtained for the energy above the lowest of the compared OMol25 structures with the same formula, charge and spin is 0.0 kcal per mole. The spin multiplicity is 3. As for the charge: +2. The value obtained for the strongest force on any atom is 7.4 eV/A. The expectation value of S² is 2.03.

---

ORCA calculation (ωB97M-V with the def2-TZVPD basis set) on C15H25Be2BrCl3CsF3N4O11PS3 as an isolated structure.

Atoms and positions in Å:
N: 5.596 -2.766 -1.330
P: 6.230 -1.267 -1.173
C: 4.716 -0.092 -1.284
C: 4.225 0.700 -0.028
C: 2.947 1.603 -0.190
C: 2.295 2.432 0.998
O: 1.403 1.859 1.695
O: 2.599 3.772 1.335
C: 2.278 1.665 -1.590
C: 0.956 2.515 -1.950
C: -0.181 1.391 -2.337
C: -1.579 1.618 -1.582
Cl: -1.985 0.042 -0.692
C: 2.885 0.825 -2.739
N: 4.053 -0.015 -2.573
Cl: 4.555 -0.918 -3.959
H: 5.799 -3.299 -0.466
H: 6.909 -1.170 0.150
H: 7.197 -1.028 -2.201
H: 4.746 0.651 0.990
H: 2.560 3.805 2.326
H: 1.166 3.201 -2.851
H: 0.605 3.183 -1.087
H: 0.216 0.357 -2.002
H: -0.253 1.362 -3.473
H: -2.372 1.769 -2.409
H: -1.569 2.469 -0.819
H: 2.385 0.848 -3.773
N: -5.291 -0.190 -4.163
S: -5.035 0.744 -5.399
O: -5.112 0.134 -6.728
O: -4.072 1.805 -5.246
F: -6.389 1.575 -5.380
S: -4.124 -1.220 -3.956
O: -4.463 -2.304 -3.045
O: -2.784 -0.704 -3.805
F: -4.045 -1.993 -5.342
C: -1.347 3.796 -4.797
O: -0.208 3.336 -4.690
O: -2.237 3.727 -3.917
O: -1.796 4.414 -5.819
C: -0.454 -4.454 2.655
O: -0.116 -5.269 1.807
N: -0.994 -3.231 2.404
C: -1.368 -2.321 3.467
C: -1.201 -2.827 1.023
H: -0.340 -4.663 3.731
H: -2.437 -2.108 3.390
H: -0.801 -1.396 3.357
H: -1.159 -2.754 4.446
H: -1.869 -3.543 0.538
H: -0.241 -2.833 0.501
H: -1.638 -1.829 0.976
Be: -1.106 6.476 -5.589
C: -0.853 -0.361 8.084
S: -0.669 -0.399 6.288
O: 0.032 -1.673 5.935
C: 0.553 0.929 6.193
H: -1.550 -1.147 8.377
H: 0.113 -0.537 8.560
H: -1.252 0.608 8.389
H: 1.431 0.669 6.787
H: 0.114 1.858 6.559
H: 0.846 1.055 5.149
Be: -2.224 1.976 5.995
F: -6.641 -0.848 -6.499
Cl: 7.859 -0.044 0.672
Cs: -1.272 -6.317 3.415
Br: -4.238 -3.652 -1.309

For the calculated total energy, the calculation gives -7471.8455 Ha. The LUMO energy comes out at -4.56 eV. The value obtained for the strongest force on any atom is 14.5 eV/A.

---

ORCA calculation (ωB97M-V with the def2-TZVPD basis set) on C15H25ClIInNO2P as an isolated structure.

Atoms and positions in Å:
C: -0.543 -2.610 -0.960
C: 0.486 -1.507 -1.038
H: -0.095 -3.585 -1.259
H: -1.379 -2.388 -1.668
H: -1.019 -2.797 0.044
O: 1.688 -1.642 -1.126
I: 1.019 2.388 0.220
In: -0.899 0.012 0.553
P: -0.198 0.531 -2.118
C: 1.490 0.992 -2.656
C: -0.657 -0.494 -3.567
H: -2.130 1.982 -2.218
H: -1.096 2.130 -3.659
H: -0.649 2.916 -2.125
C: -1.101 2.033 -2.570
H: -1.690 -0.851 -3.465
H: -0.581 0.147 -4.459
H: 1.432 1.291 -3.712
H: 2.184 0.158 -2.503
H: 0.013 -1.359 -3.679
H: 1.850 1.847 -2.065
C: 2.613 -0.063 0.598
O: 3.608 0.233 0.107
Cl: -3.284 -0.207 0.171
C: -3.257 -1.243 4.460
N: -3.117 -0.208 3.389
C: -4.340 0.641 3.313
C: -1.881 0.665 3.592
C: -0.679 -0.231 3.635
C: -0.097 -0.569 4.872
C: 0.936 -1.497 4.935
C: 1.459 -2.003 3.746
C: 0.915 -1.633 2.505
C: -0.139 -0.733 2.457
H: -3.215 -0.730 5.431
H: -2.459 -1.988 4.373
H: -4.237 -1.735 4.345
H: -3.032 -0.683 2.463
H: -4.352 1.317 4.177
H: -4.318 1.210 2.381
H: -5.218 -0.017 3.339
H: -1.842 1.404 2.765
H: -2.025 1.179 4.554
H: -0.503 -0.131 5.784
H: 1.363 -1.790 5.899
H: 2.276 -2.726 3.766
H: 1.384 -2.038 1.597

For the calculated total energy, the calculation gives -2080.5394 Ha. The LUMO energy (alpha / beta) comes out at -8.96 / -8.95 eV. The value obtained for the energy above the lowest of the compared OMol25 structures with the same formula, charge and spin is 4.8 kcal per mole. As for the charge: +2. The value obtained for the strongest force on any atom is 5.3 eV/A.

---

ORCA calculation (ωB97M-V with the def2-TZVPD basis set) on C15H25N10SSc as an isolated structure.

Atoms and positions in Å:
Sc: -0.087 -0.794 0.007
N: 4.054 -1.927 0.045
C: 4.426 -0.606 0.102
C: 3.275 0.103 0.097
N: 2.172 -0.759 0.051
C: 2.725 -1.979 0.014
C: 1.866 -3.131 -0.047
N: 0.539 -2.939 -0.059
C: 0.017 -4.240 -0.122
C: 1.020 -5.145 -0.147
N: 2.185 -4.421 -0.094
H: 4.701 -2.706 0.030
H: 5.460 -0.305 0.135
H: 3.195 1.168 0.124
H: -1.023 -4.491 -0.157
H: 1.016 -6.222 -0.196
H: 3.112 -4.829 -0.096
C: -5.143 -3.749 0.004
C: -4.778 -2.317 0.102
N: -5.588 -1.310 0.224
N: -4.805 -0.197 0.276
C: -3.523 -0.487 0.188
S: -2.139 0.535 0.178
N: -3.474 -1.819 0.077
N: -2.229 -2.445 -0.022
H: -6.228 -3.827 0.047
H: -4.723 -4.316 0.837
H: -4.804 -4.174 -0.942
H: -5.240 0.715 0.371
H: -2.147 -3.086 0.768
H: -2.224 -2.995 -0.882
C: 1.973 3.740 -1.144
C: 1.320 2.344 -1.193
N: 0.400 2.109 -0.039
C: -0.704 3.111 -0.218
C: -0.167 4.560 -0.271
N: 1.315 4.515 -0.042
C: 1.604 3.885 1.289
C: 1.011 2.459 1.279
H: 1.829 4.297 -2.069
H: 3.039 3.709 -0.921
H: 2.094 1.584 -1.232
H: 0.723 2.242 -2.100
H: -1.398 3.019 0.612
H: -1.231 2.889 -1.143
H: -0.596 5.189 0.506
H: -0.331 5.035 -1.237
H: 1.683 5.470 -0.042
H: 1.154 4.518 2.052
H: 2.684 3.897 1.422
H: 0.218 2.384 2.023
H: 1.773 1.742 1.557

For the calculated total energy, the calculation gives -2291.6759 Ha. The LUMO energy comes out at -13.62 eV. The value obtained for the energy above the lowest of the compared OMol25 structures with the same formula, charge and spin is 40.1 kcal per mole. As for the charge: +4. The value obtained for the strongest force on any atom is 0.6 eV/A.

---

ORCA calculation (ωB97M-V with the def2-TZVPD basis set) on C15H25N2O2 as an isolated structure.

Atoms and positions in Å:
C: -0.587 -2.924 -2.661
C: -0.814 -3.986 -1.573
C: -0.878 -5.346 -1.917
C: -0.995 -6.158 -0.749
C: -1.167 -5.653 0.658
C: -0.850 -4.274 0.918
C: -0.663 -3.371 -0.049
O: -0.750 -1.978 -0.056
C: -1.734 -1.337 0.714
C: -1.126 -0.098 1.216
O: 0.261 -0.175 1.630
H: 0.505 -0.928 1.347
C: -1.047 0.834 0.061
N: 0.192 1.823 0.207
H: 0.592 1.401 0.974
C: 1.127 2.289 -0.759
C: 2.081 3.135 -0.161
N: 1.549 4.371 0.347
C: 0.630 3.890 1.265
C: -0.316 3.052 0.916
H: -1.147 2.820 1.735
H: -0.847 3.652 0.152
H: 0.327 4.859 1.753
H: 1.454 3.471 2.202
C: 2.287 5.472 0.348
H: 3.156 5.001 1.304
H: 1.840 6.250 1.133
H: 2.992 5.661 -0.486
H: 2.828 3.548 -1.085
H: 2.787 2.592 0.447
H: 1.441 1.376 -1.416
H: 0.283 2.843 -1.594
H: -1.778 1.262 -0.434
H: -0.540 0.219 -0.751
H: -1.765 0.456 1.970
H: -1.826 -2.046 1.469
H: -2.740 -1.256 0.099
H: -0.627 -4.033 1.906
H: -0.994 -6.352 1.329
H: -0.850 -7.077 -1.049
H: -0.736 -5.679 -2.708
H: -0.554 -3.266 -3.608
H: 0.384 -2.333 -2.634
H: -1.384 -2.008 -2.413

For the calculated total energy, the calculation gives -845.8443 Ha. The LUMO energy comes out at -2.43 eV. The value obtained for the energy above the lowest of the compared OMol25 structures with the same formula, charge and spin is 302.7 kcal per mole. As for the charge: +1. The value obtained for the strongest force on any atom is 18.5 eV/A.